(1)
The following is a DFT calculation (wB97M-V/def2-TZVPD) of a molecular structure, C34H51F4HfN12OP at a distorted geometry.

```
104
Properties=species:S:1:pos:R:3:forces:R:3:lowdin_charge:R:1
Hf 0.047000 0.211700 -0.134700 -0.56 0.56 -1.56 1.712
C -2.098800 3.095600 -0.809400 0.21 0.03 -0.06 -0.060
C -0.627500 3.386500 -1.080000 -0.46 0.05 -0.24 -0.216
N 0.291900 2.537900 -0.278700 0.27 0.46 -0.20 -0.263
C 0.169000 2.859700 1.183000 0.14 0.29 0.41 -0.226
C 0.180600 4.337100 1.570700 -0.18 -0.13 -0.17 -0.034
C 1.689300 2.820700 -0.705200 0.47 -0.07 -0.09 -0.143
C 2.691600 1.785800 -0.133000 0.09 0.43 0.05 -0.153
N 1.947500 0.646500 0.390900 0.60 0.43 -0.11 -0.182
C 2.351700 0.094600 1.576000 0.61 -0.76 1.51 -0.205
C 1.368600 -0.364900 2.467400 0.42 0.27 0.13 -0.113
F 0.033300 -0.025600 2.132600 0.75 -0.31 0.16 -0.047
C 1.636800 -1.033500 3.647600 -0.06 0.18 -0.20 -0.206
F 0.616400 -1.441900 4.400900 -0.03 0.00 0.03 0.114
C 2.947600 -1.242700 4.030800 -0.01 0.19 -0.39 0.113
C 3.954400 -0.751200 3.206200 -0.34 0.01 0.09 -0.190
F 5.214200 -0.922900 3.559700 0.09 0.02 -0.07 0.151
C 3.677200 -0.092300 2.014300 -0.32 0.01 -0.29 -0.121
F 4.681900 0.340400 1.241200 -0.13 -0.19 0.12 0.120
H -2.692800 3.525000 -1.612100 -0.09 0.05 -0.03 0.099
H -2.297000 2.019500 -0.779700 -0.10 0.20 -0.01 0.036
H -2.438600 3.544600 0.121000 -0.03 -0.02 0.07 0.074
H -0.429300 3.214600 -2.143100 0.13 -0.02 0.23 0.105
H -0.413600 4.442700 -0.891400 0.07 -0.11 -0.05 0.131
H -0.751700 2.399700 1.555800 0.04 -0.03 0.05 0.087
H 1.019100 2.392200 1.686000 -0.23 -0.06 -0.07 0.114
H -0.745800 4.846200 1.327700 -0.13 0.07 -0.07 0.082
H 0.315000 4.407100 2.644900 0.01 -0.04 0.16 0.096
H 1.001100 4.879600 1.113800 0.13 0.07 -0.05 0.084
H 1.737600 2.806900 -1.791400 -0.17 0.06 0.04 0.102
H 1.978700 3.828000 -0.394700 -0.06 -0.08 -0.07 0.130
H 3.395800 1.479100 -0.916700 -0.11 0.11 0.18 0.127
H 3.286000 2.243700 0.663300 -0.08 -0.05 -0.10 0.131
H 3.196000 -1.762500 4.941100 -0.01 -0.06 0.12 0.153
C -1.316300 -0.079400 -2.952900 -0.54 0.00 -0.08 -0.180
N 0.105100 -0.154700 -2.447800 -0.04 -0.02 0.15 -0.159
C 0.906500 0.806300 -3.294400 0.23 0.49 -0.07 -0.172
N 0.777600 0.554300 -4.696300 0.24 0.25 -0.20 -0.075
C -0.622700 0.647800 -5.093000 -0.07 0.14 -0.01 -0.135
N -1.423100 -0.328000 -4.360200 -0.36 0.03 -0.10 -0.073
C -0.920500 -1.666700 -4.668600 -0.11 -0.13 0.03 -0.129
N 0.476200 -1.764200 -4.271400 0.17 -0.33 -0.04 -0.070
C 0.593500 -1.538000 -2.867400 0.23 -0.60 0.14 -0.174
C 1.265900 -0.786100 -5.002300 0.11 -0.01 0.00 -0.132
H -1.709900 0.924100 -2.747500 0.03 -0.10 0.12 0.124
H -1.900400 -0.833000 -2.407800 0.07 0.20 -0.04 0.113
H 1.963300 0.715800 -3.007900 -0.22 0.06 0.06 0.140
H 0.537800 1.821000 -3.105400 0.12 -0.25 0.07 0.099
H -0.706400 0.453800 -6.161900 -0.01 0.03 0.03 0.143
H -0.997200 1.653600 -4.889500 0.01 0.02 -0.01 0.137
H -1.013600 -1.852000 -5.739200 0.00 0.02 0.07 0.145
H -1.505900 -2.415700 -4.129700 0.03 0.00 -0.03 0.134
H 1.645900 -1.632000 -2.572400 -0.21 0.04 0.10 0.146
H -0.018000 -2.288800 -2.356700 0.11 0.26 -0.07 0.086
H 1.182800 -0.965600 -6.072600 0.02 -0.02 0.00 0.144
H 2.313100 -0.867800 -4.705700 0.01 -0.01 -0.05 0.141
O -1.934000 -0.003200 0.204200 -0.29 -0.10 0.03 -0.414
P -2.879800 -0.645800 1.246600 -1.18 -0.46 1.06 0.675
N -4.386200 -0.492900 0.577900 1.10 -0.22 0.40 -0.190
C -5.568000 -0.890700 1.353800 -0.25 0.00 0.37 -0.181
C -6.724400 -0.613800 0.399700 0.07 -0.13 -0.07 -0.147
C -6.122600 -0.990900 -0.952200 0.03 0.14 0.09 -0.149
C -4.705900 -0.427000 -0.854300 0.08 0.21 -0.45 -0.183
N -2.372600 -2.207300 1.539000 -0.61 1.09 -0.34 -0.165
C -2.673100 -2.970700 2.773800 0.02 -0.09 0.70 -0.171
C -2.882600 -4.423700 2.339500 0.14 0.07 -0.16 -0.136
C -2.202200 -4.485600 0.977800 -0.13 0.05 0.02 -0.151
C -2.546300 -3.122200 0.395000 0.12 -0.19 -0.50 -0.200
N -2.816700 0.242800 2.643100 -0.34 -0.57 -0.88 -0.174
C -3.061000 -0.174500 4.038600 0.15 -0.40 0.60 -0.168
C -3.423700 1.112200 4.795900 0.13 0.02 -0.13 -0.137
C -2.957800 2.228300 3.866800 -0.14 -0.11 -0.02 -0.149
C -3.269000 1.631500 2.504300 0.02 0.46 -0.10 -0.204
H -5.632700 -0.303800 2.272800 -0.02 -0.06 0.04 0.112
H -5.536500 -1.954900 1.617300 0.00 0.03 0.01 0.121
H -6.983300 0.446000 0.412800 -0.01 0.00 0.05 0.123
H -7.609900 -1.195300 0.642400 -0.03 0.04 0.06 0.124
H -6.673500 -0.565300 -1.787100 0.03 -0.05 -0.07 0.122
H -6.099300 -2.075500 -1.065800 0.02 -0.02 -0.03 0.119
H -4.685900 0.622000 -1.171500 0.03 -0.11 -0.10 0.120
H -3.990300 -0.990200 -1.456500 -0.03 0.02 -0.01 0.097
H -3.564600 -2.604800 3.276600 0.07 -0.01 0.03 0.092
H -1.820200 -2.876100 3.446300 -0.07 0.00 0.09 0.116
H -3.944000 -4.651400 2.249600 -0.04 0.02 -0.02 0.119
H -2.447700 -5.123600 3.047900 -0.04 0.01 0.07 0.125
H -2.558600 -5.305400 0.359300 0.04 0.02 -0.07 0.128
H -1.127300 -4.583800 1.113500 0.07 -0.01 -0.06 0.102
H -3.584900 -3.130800 0.043700 -0.01 0.04 -0.05 0.121
H -1.903200 -2.818700 -0.436600 -0.08 -0.09 0.02 0.085
H -2.148300 -0.622200 4.433500 -0.08 -0.08 0.03 0.112
H -3.877100 -0.891000 4.131600 0.10 0.04 -0.05 0.101
H -2.947500 1.150400 5.771500 -0.02 -0.03 0.05 0.122
H -4.501100 1.174100 4.944400 -0.02 0.00 0.00 0.121
H -1.886300 2.386100 3.981900 0.12 0.08 -0.05 0.112
H -3.479900 3.164100 4.041800 0.02 0.10 -0.02 0.124
H -2.746000 2.103800 1.677700 -0.05 0.14 -0.06 0.069
H -4.342500 1.691500 2.301200 -0.05 -0.01 -0.04 0.125
N 0.489500 -1.764600 0.121500 0.59 -1.98 -0.34 0.052
C 0.777400 -2.889800 -0.128200 -0.40 1.21 0.56 -0.116
C 0.953800 -4.163800 -0.480900 0.19 -0.21 -0.11 -0.250
C 1.861800 -5.026900 0.158700 0.17 0.13 0.18 -0.192
N 2.578900 -5.714400 0.725500 0.45 -0.41 0.31 0.195
C 0.092800 -4.619600 -1.497000 -0.19 -0.08 -0.16 -0.222
N -0.655100 -4.897000 -2.320600 -0.43 -0.09 -0.44 0.209
```
Positions in Å, forces in eV/Å.

HOMO-LUMO gap   7.63 eV
HOMO energy   -13.738 eV
2S+1   1
Charge   +2
E_LUMO   -6.112 eV

---

(2)
The following is a DFT calculation (wB97M-V/def2-TZVPD) of a molecular structure, C3H2N2O2.

```
9
Properties=species:S:1:pos:R:3:forces:R:3:lowdin_charge:R:1
O 0.468329 -0.515779 -1.478731 0.39 0.39 0.05 -0.006
C 1.470390 0.346441 -1.648917 0.06 -0.25 -0.22 0.165
C -0.128684 -0.244086 -0.287488 -0.10 -0.02 0.37 -0.507
N 0.209417 -0.726994 0.853142 -0.17 0.08 -0.23 0.195
C -0.670029 -0.053275 1.660714 -0.25 0.14 0.19 -0.175
N -1.480045 0.764910 1.053553 0.15 -0.21 0.33 0.109
O -1.111645 0.632837 -0.284993 0.10 -0.15 -0.25 0.069
H 1.939795 -0.017385 -2.582227 -0.12 -0.01 -0.13 0.029
H -0.694836 -0.176290 2.734248 -0.06 0.03 -0.11 0.122
```
Positions in Å, forces in eV/Å.

HOMO-LUMO gap   9.65 eV
HOMO energy   -9.924 eV
2S+1   1
Charge   0
E_LUMO   -0.276 eV